C40H114F4O20S18Tl | ωB97M-V/def2-TZVPD

The geometry in XYZ format:
```
197
Properties=species:S:1:pos:R:3:forces:R:3:lowdin_charge:R:1
Tl -6.479670 28.477990 2.908100 -0.84 -0.75 -0.10 1.203
F -7.818360 28.195150 0.366940 0.53 -0.17 1.27 -0.567
C -9.247880 25.255260 4.474970 4.82 0.01 -0.72 -0.228
O -8.593630 24.083670 5.206080 -0.73 1.25 -1.28 -0.115
O -8.188020 26.121830 3.983130 -2.62 -1.82 1.00 -0.116
C -10.189960 24.752890 3.312470 -2.65 -1.08 0.44 -0.414
F -11.158460 25.707050 2.991060 1.87 -0.68 0.32 0.078
F -9.650150 24.295370 2.143150 -0.12 1.01 1.74 0.124
F -10.965500 23.714550 3.803540 1.26 0.97 -0.46 0.103
C -9.226150 23.625180 6.412180 -1.43 0.60 -0.08 -0.269
C -8.463820 22.673750 7.248940 2.13 -0.77 0.26 -0.070
H -8.937100 22.396150 8.190770 -0.60 0.12 -0.19 0.080
H -8.134940 21.749140 6.774560 -0.32 -0.09 -0.33 0.061
H -7.536010 23.131920 7.591490 0.26 0.18 0.00 0.054
H -10.192610 23.173020 6.189430 -0.23 0.22 -0.19 0.117
H -9.365960 24.461420 7.097200 -0.46 0.59 -0.18 0.109
H -9.710100 25.888940 5.231870 -0.95 -0.20 -0.05 0.155
C -2.572340 17.766000 5.209570 0.05 -0.64 -1.03 -0.242
S -3.614090 17.238310 3.718330 -1.68 -0.43 3.56 0.839
O -3.409450 15.796960 3.535750 1.10 -0.76 -0.94 -0.569
C -5.114920 17.145950 4.850600 -0.94 1.59 -1.20 -0.275
H -2.776010 17.133290 6.073450 -0.38 -0.02 -0.19 0.045
H -2.738900 18.818750 5.437810 0.20 -0.02 -0.19 0.033
H -1.559550 17.513120 4.895880 0.15 0.54 0.02 0.038
H -5.031380 16.621520 5.802480 0.63 0.13 -0.24 0.057
H -6.012460 16.769030 4.360250 0.46 -0.75 -0.58 0.038
H -5.485130 18.164600 4.966370 0.41 0.44 0.75 0.011
C -5.521930 23.562690 3.726170 0.04 -1.19 -0.53 -0.260
S -4.678790 22.309320 2.685100 1.63 -1.24 2.47 0.856
O -3.511840 21.788380 3.607730 -2.43 1.04 -1.94 -0.586
C -6.061180 21.085000 2.821620 0.65 0.00 -0.01 -0.236
H -6.414550 23.901290 3.200160 0.06 0.19 0.28 0.026
H -4.848000 24.383060 3.972970 -0.14 -0.17 -0.13 0.031
H -5.789330 22.901900 4.550760 -0.10 0.64 0.44 0.037
H -6.238300 20.757280 3.845980 0.15 0.60 0.30 0.036
H -5.770960 20.156360 2.330180 0.00 0.30 -0.54 0.054
H -6.956410 21.547110 2.405550 -0.01 -0.20 -0.13 0.046
C -10.399770 27.251050 -2.267430 -0.73 0.03 0.91 -0.203
S -11.965010 27.590870 -1.234420 -0.61 -2.08 -0.82 0.867
O -13.080060 26.639990 -1.694270 1.71 1.42 0.80 -0.554
C -11.394200 27.040780 0.447230 0.92 -0.99 -0.78 -0.273
H -10.053500 26.222200 -2.169070 -0.05 0.06 0.41 0.047
H -9.688320 27.992720 -1.904310 0.22 -0.20 0.03 0.034
H -10.581370 27.401790 -3.331580 -0.54 0.30 0.22 0.050
H -12.117640 27.150570 1.255120 -0.07 0.99 -0.34 0.033
H -10.386780 27.437660 0.572470 -0.16 0.93 0.41 0.027
H -11.148440 25.987480 0.582420 -0.39 -0.50 -1.05 0.039
C -12.631570 29.407060 6.465380 -0.09 1.79 0.05 -0.268
S -14.209760 30.038800 5.777940 -0.10 1.75 -0.35 0.857
O -13.782670 30.972350 4.658550 0.01 -1.02 0.35 -0.592
C -14.821490 31.295070 7.057880 0.05 -0.91 -0.52 -0.195
H -11.940070 30.178460 6.126460 0.08 0.07 -0.28 0.017
H -12.319560 28.464970 6.014580 -0.41 -0.16 0.54 0.049
H -12.634160 29.575760 7.542250 -0.07 -1.04 0.12 0.045
H -14.078760 31.614840 7.788770 -0.04 -0.27 -0.02 0.049
H -15.731350 30.876920 7.488470 0.27 -0.08 0.38 0.042
H -15.137350 32.149950 6.459950 0.28 -0.16 -0.24 0.050
C -9.271890 29.348120 7.057990 0.96 0.46 -0.45 -0.214
S -7.498510 29.755960 6.894200 0.15 0.45 1.05 0.885
O -6.969140 29.099510 5.674200 0.12 -0.46 -0.69 -0.616
C -7.557670 31.542000 6.619760 -0.91 -0.45 -0.82 -0.216
H -9.310690 28.269170 7.207810 -0.09 0.07 -0.26 0.049
H -9.637210 29.702100 6.093970 -0.55 -0.32 0.06 0.029
H -9.714380 29.847680 7.919810 0.10 0.14 -0.13 0.069
H -8.139430 31.754540 5.722830 -0.26 -0.36 -0.16 0.032
H -6.563180 31.899820 6.353200 0.08 0.00 0.85 0.071
H -8.110500 31.968430 7.456800 0.68 0.29 0.21 0.065
C -13.721120 19.822410 2.272470 0.69 0.49 1.24 -0.241
S -11.885440 19.834680 2.365690 -0.48 -0.13 -1.01 0.801
O -11.368710 18.596880 1.667530 -0.15 1.45 0.30 -0.563
C -11.569550 21.397920 1.372480 -0.74 -0.59 -0.95 -0.243
H -13.955590 19.170040 3.113620 -0.27 -0.27 -0.23 0.015
H -14.297650 19.559880 1.385460 0.71 0.04 -0.24 0.075
H -13.951180 20.820590 2.645050 -0.33 0.14 -0.15 0.010
H -10.497170 21.483510 1.197060 -0.12 0.02 0.14 0.035
H -12.034930 22.329570 1.694290 0.36 -0.17 1.37 0.018
H -12.122370 21.386030 0.433150 0.33 -0.90 -0.51 0.042
C -10.734030 31.975340 3.418930 1.02 -0.21 -0.69 -0.185
S -9.619160 30.658960 2.700340 -2.50 0.18 -1.31 0.875
O -8.532910 30.465320 3.667760 1.88 -0.33 1.47 -0.632
C -10.775750 29.325170 2.931230 -0.74 -1.01 -0.34 -0.255
H -11.774220 31.944760 3.094610 0.09 -0.50 0.03 0.057
H -10.292130 32.885710 3.013900 0.01 0.16 0.41 0.049
H -10.627110 31.890370 4.500340 -0.11 0.09 -0.06 0.046
H -11.440750 29.351250 2.067990 -0.67 0.81 0.30 0.046
H -11.257660 29.359450 3.908310 -0.30 0.43 -0.20 0.041
H -10.500180 28.280490 2.786990 1.44 0.18 0.21 0.039
C -3.139200 25.966400 6.175570 -0.28 0.35 -0.03 -0.211
S -4.760130 26.805890 6.387090 -0.85 -0.59 -0.59 0.911
O -5.207770 27.103550 4.954380 0.69 -0.46 0.59 -0.658
C -5.820960 25.353200 6.871970 0.79 -0.47 -0.21 -0.213
H -2.450460 26.726350 5.806510 -0.28 0.01 -0.47 0.057
H -3.319300 25.153830 5.471730 0.31 0.08 0.00 0.046
H -2.645600 25.630060 7.087350 -0.65 -0.20 0.30 0.061
H -5.413050 24.432030 6.455860 0.23 0.16 -0.47 0.032
H -6.821780 25.433070 6.447610 0.06 0.52 0.04 0.045
H -5.823120 25.131620 7.939210 -0.13 0.75 0.18 0.027
C -16.759500 23.288300 1.258520 0.12 0.95 1.35 -0.235
S -14.889960 23.244140 1.269920 -1.83 0.73 -4.22 0.855
O -14.650110 22.569080 -0.095400 0.72 0.40 2.03 -0.598
C -14.728150 25.119800 0.830720 -0.14 -1.22 0.99 -0.212
H -17.174580 24.092090 0.650460 0.57 0.05 -0.27 0.046
H -16.997800 23.555990 2.287910 -0.35 -0.15 0.20 0.032
H -17.310130 22.390410 0.977970 0.88 -0.38 0.10 0.059
H -13.688470 25.327020 0.577280 -0.14 -0.23 -0.10 0.008
H -15.016650 25.675430 1.722980 -0.02 0.08 0.07 0.032
H -15.402870 25.350830 0.006410 0.21 -0.28 -0.02 0.056
C -9.064850 19.119120 5.379540 -1.72 -0.32 -0.19 -0.232
S -8.892160 17.368290 5.889870 2.17 0.38 0.69 0.869
O -7.600480 17.340510 6.717590 -1.55 0.04 -0.66 -0.585
C -10.266700 17.166780 7.030700 -0.79 0.17 0.29 -0.257
H -8.185080 19.543390 4.895700 0.25 -0.36 0.59 0.040
H -9.537640 19.712380 6.162240 0.71 0.18 0.37 0.034
H -9.839090 19.147550 4.612840 -0.12 -0.28 -0.32 0.018
H -11.217550 17.287310 6.511620 0.07 0.12 -0.35 0.039
H -10.293140 17.822880 7.900730 0.48 0.30 -0.13 0.025
H -10.287750 16.149230 7.420890 0.46 -0.10 -0.26 0.062
C -14.754930 23.880430 7.352940 0.22 -0.75 0.52 -0.272
S -15.575450 24.756550 5.962350 -2.88 -0.96 2.00 0.849
O -16.749500 23.837050 5.615290 1.70 1.21 -0.18 -0.586
C -16.405210 26.035890 7.098830 0.36 0.54 0.31 -0.244
H -13.743790 24.217210 7.581560 -0.08 0.45 -0.13 0.026
H -14.665100 22.811070 7.161840 0.04 0.10 -1.14 0.018
H -15.334540 23.818180 8.273950 -0.32 0.95 -0.05 0.062
H -16.988310 26.837660 6.645770 0.19 -0.33 -1.00 0.038
H -15.699040 26.578660 7.727180 0.59 -0.27 -0.07 0.027
H -17.111410 25.610230 7.811700 0.21 -0.89 -0.28 0.055
C -10.038110 19.623520 12.299940 -1.09 0.00 0.36 -0.239
S -10.144960 19.487780 10.472010 0.86 0.45 0.20 0.837
O -10.630270 20.864480 10.099720 0.27 -0.50 -0.04 -0.578
C -8.353610 19.396470 10.041530 -0.02 0.16 0.63 -0.245
H -10.011770 20.693480 12.506290 0.62 0.03 -0.15 0.048
H -9.412560 19.019550 12.957210 0.69 0.03 -0.73 0.062
H -11.030890 19.353650 12.660020 -0.33 -0.11 -0.33 0.040
H -8.117290 19.673960 9.014270 -0.73 0.03 -0.13 0.029
H -7.973930 18.384300 10.181030 -0.24 -0.12 0.19 0.061
H -7.803920 20.099450 10.667430 -0.16 -0.11 0.06 0.022
C -14.609530 29.701940 -0.621860 0.74 -1.07 0.84 -0.260
S -15.475530 30.431000 0.835350 -1.25 1.20 -1.84 0.837
O -16.975670 30.361830 0.486910 2.48 -0.46 0.97 -0.553
C -15.065890 29.278180 2.126170 -0.21 -1.48 0.19 -0.290
H -14.644640 28.615450 -0.701820 -1.93 -0.32 -0.32 0.029
H -13.534390 29.546850 -0.531830 0.59 1.79 0.50 -0.013
H -14.857410 30.254940 -1.527860 -0.16 -0.21 0.27 0.062
H -15.476440 28.320960 1.804780 -0.38 -0.12 0.30 0.046
H -15.472160 29.613440 3.080450 -0.37 0.10 -0.33 0.027
H -14.020040 29.067690 2.349780 0.34 0.63 -0.56 0.035
C -11.817800 26.612290 8.997320 0.05 0.45 0.12 -0.288
S -12.470860 25.898800 10.529780 -0.64 -1.27 -0.36 0.855
O -13.963320 26.092180 10.448900 0.96 -0.25 -0.13 -0.573
C -12.041210 24.094280 10.194670 -0.40 -0.01 0.37 -0.237
H -11.989780 27.671350 9.189410 0.24 0.15 -0.18 0.024
H -12.348300 26.364730 8.077870 -0.24 -0.44 0.21 0.043
H -10.752540 26.409340 8.887170 0.04 -0.02 0.18 0.034
H -11.650490 23.895570 9.196700 0.15 0.29 0.02 0.030
H -12.907560 23.446260 10.327390 -0.48 0.50 -0.10 0.051
H -11.358140 23.735390 10.964550 0.32 0.47 -0.22 0.013
C -7.125090 24.761360 0.365780 0.00 -0.50 0.44 -0.190
S -5.619800 25.792280 0.549020 -0.65 0.78 -0.06 0.922
O -5.283040 26.024220 2.015520 -0.56 -0.31 -0.84 -0.568
C -4.393910 24.789920 -0.316590 -0.04 -0.17 -0.25 -0.216
H -7.242390 24.292660 -0.611280 0.60 0.38 -0.28 0.077
H -8.049360 25.307780 0.553510 0.48 0.48 0.20 0.043
H -7.042750 23.936190 1.073180 0.06 0.07 0.20 0.036
H -4.685880 23.739990 -0.339160 0.09 0.04 0.20 0.052
H -3.371110 24.914600 0.039020 -0.28 0.13 0.41 0.076
H -4.423300 25.201700 -1.325380 -0.08 -0.10 -0.09 0.061
C -7.157550 23.885030 12.459450 -0.19 -0.60 0.00 -0.251
S -8.154520 24.334420 11.014350 -0.68 1.66 1.90 0.847
O -9.400000 24.971890 11.637440 0.90 -0.78 -1.11 -0.577
C -7.089330 25.762460 10.775940 0.25 0.68 -1.51 -0.289
H -6.129700 24.207600 12.293430 0.08 -0.87 -0.12 0.045
H -7.359080 22.820560 12.579450 0.71 0.01 0.33 0.042
H -7.472480 24.437730 13.344580 -0.58 0.07 -0.26 0.068
H -7.184040 26.384510 11.666000 0.05 0.00 -0.14 0.069
H -7.380270 26.290850 9.868050 -0.69 0.34 0.18 0.032
H -6.055540 25.544990 10.507460 0.17 -0.52 0.60 0.043
C -14.125510 18.824940 6.191780 -0.50 -0.76 0.83 -0.264
S -12.939220 20.120010 5.866160 0.07 0.74 0.65 0.796
O -13.756710 21.322110 5.481560 0.52 -0.47 0.16 -0.556
C -12.416550 20.447960 7.647170 -1.51 -0.04 0.11 -0.222
H -14.803830 18.551820 5.383460 0.35 0.57 -0.41 0.058
H -14.742300 19.122370 7.039840 -0.03 0.11 -0.03 0.056
H -13.623640 17.895940 6.462280 0.31 0.05 0.12 0.045
H -13.242260 20.231590 8.325020 -0.41 -0.60 -0.20 0.051
H -12.447860 21.530390 7.771520 0.94 0.12 -0.52 0.034
H -11.570700 19.939800 8.110220 0.26 0.29 -0.77 -0.002
C -4.082660 22.758280 9.094560 -0.84 -0.27 0.20 -0.228
S -5.155730 21.287240 9.478600 0.43 -0.69 -0.06 0.875
O -6.495000 21.729420 10.048590 1.49 0.40 -1.30 -0.590
C -5.330310 20.488720 7.806140 -0.85 0.22 0.02 -0.225
H -3.906950 23.190250 10.079760 -0.46 0.37 -0.07 0.043
H -4.646120 23.377400 8.396490 0.19 0.26 0.28 0.009
H -3.074070 22.574700 8.724240 -0.27 -0.74 -0.32 0.060
H -5.998320 19.643460 7.971690 0.38 -0.40 0.34 0.030
H -4.377360 20.166070 7.386750 0.16 -0.04 0.55 0.051
H -5.859510 20.981790 6.990710 0.08 0.97 0.29 0.033
```
Positions in Å, forces in eV/Å.

Summary:
2S+1 ... 1
Charge ... +1
Gap between HOMO and LUMO ... 0.056 Ha